1.
C34H50BFN11S3Ti | the ωB97M-V functional and the def2-TZVPD basis

Computed properties:
Maximum force in eV Å⁻¹: 1.31
Spin multiplicity: 3
Orbital gap (spin up / spin down) in eV: 4.825 / 6.706
Charge: -1

Geometry (Å):
Ti -0.50712 -0.11906 -0.65054
C 2.83824 -1.03418 -3.74731
C 3.99972 -0.91047 -2.76600
C 5.28191 -0.72677 -3.58423
C 4.06061 -2.18882 -1.92444
N 3.91214 0.23201 -1.80727
C 4.98652 0.47873 -0.96399
C 4.62823 1.47000 -0.13590
N 3.33656 1.83763 -0.43817
B 2.61557 2.78740 0.55490
N 2.30067 2.08549 1.89839
C 2.21087 2.86113 3.03182
C 1.86005 2.06879 4.05372
N 1.73240 0.77725 3.55549
C 1.99126 0.80166 2.20796
S 1.88182 -0.46661 1.08244
C 1.38907 -0.32203 4.50007
C 1.33379 -1.71256 3.87692
C 2.46643 -0.34324 5.59140
C 0.01774 -0.00965 5.10516
N 1.39319 3.50682 -0.06631
C 1.62371 4.50194 -0.98779
C 0.44389 4.86714 -1.51020
N -0.54063 4.10572 -0.89673
C 0.06531 3.23928 -0.03220
S -0.66320 2.03478 0.94233
C -1.96503 4.26723 -1.33438
C -2.99039 3.59038 -0.42839
C -2.27527 5.76872 -1.33449
C -2.07464 3.68806 -2.74548
C 2.88698 1.06443 -1.45434
S 1.35058 1.16724 -2.18199
H 3.07293 -1.88642 -4.39144
H 2.73118 -0.14649 -4.36737
H 1.88753 -1.21429 -3.25632
H 5.36614 -1.54411 -4.30137
H 6.18089 -0.73038 -2.96792
H 5.24335 0.21362 -4.13606
H 4.08519 -3.05888 -2.58348
H 3.17324 -2.24740 -1.29307
H 4.94477 -2.21597 -1.28499
H 5.90588 -0.07118 -1.02350
H 5.17049 1.94114 0.66456
H 3.42325 3.65626 0.81757
H 2.39271 3.92049 3.00155
H 1.68369 2.31065 5.08437
H 2.28304 -1.99476 3.42797
H 0.56615 -1.79209 3.11345
H 1.10182 -2.40732 4.68872
H 3.44521 -0.52941 5.14665
H 2.24859 -1.14511 6.29827
H 2.51357 0.59263 6.14818
H -0.74221 0.00889 4.32356
H 0.00472 0.95187 5.61918
H -0.24583 -0.78476 5.82658
H 2.61909 4.84921 -1.20034
H 0.22321 5.59257 -2.26864
H -2.88463 3.90379 0.60940
H -2.92820 2.50880 -0.47659
H -3.97446 3.90138 -0.78841
H -2.13194 6.18787 -0.33693
H -3.31838 5.90728 -1.61906
H -1.66550 6.33241 -2.04008
H -1.82376 2.62860 -2.72986
H -1.41288 4.20694 -3.44255
H -3.10178 3.79207 -3.10039
C -3.56183 -4.68163 -2.15167
C -2.38369 -5.42128 -1.52222
C -2.32958 -5.22264 -0.01143
C -1.06067 -5.02175 -2.18802
N -0.62751 -3.67801 -1.89685
C 0.30630 -3.25909 -1.03760
N 0.48924 -1.98076 -1.14186
N -0.38802 -1.53729 -2.13878
N -1.11117 -2.59415 -2.62663
H -4.48407 -4.87620 -1.60058
H -3.70944 -4.99483 -3.18736
H -3.38123 -3.60654 -2.16368
H -2.49832 -6.49359 -1.72330
H -2.21035 -4.16799 0.24290
H -1.49768 -5.77433 0.43526
H -3.25320 -5.56869 0.45505
H -1.15761 -5.09558 -3.27446
H -0.26329 -5.69920 -1.87291
H 0.81693 -3.90897 -0.34400
C -1.45340 -1.12562 1.09542
C -2.87612 -0.80716 1.04553
C -3.73435 -1.47808 0.15186
C -5.06774 -1.16054 0.04044
C -5.61530 -0.13791 0.82352
C -4.78457 0.55058 1.71085
C -3.45097 0.21771 1.81996
C -7.00223 0.19650 0.71945
N -8.11987 0.46665 0.63614
H -1.26701 -2.19965 1.01188
H -0.97476 -0.72870 1.99071
H -3.31117 -2.23773 -0.49384
H -5.69835 -1.68854 -0.66436
H -5.19822 1.34820 2.31584
H -2.82088 0.77184 2.50574
F -1.94798 0.58857 -1.53311

Atom charges from the Mulliken analysis, given in e for atoms 1 to 5: 0.1779, -2.0057, 1.5199, -1.7892, -1.3967

---

2.
C34H50BaN11O4PSSi | the ωB97M-V functional and the def2-TZVPD basis

Computed properties:
Maximum force in eV Å⁻¹: 0.47
Spin multiplicity: 1
Orbital gap in eV: 7.330

Geometry (Å):
Ba -0.00379 -0.42147 0.64216
N -0.04082 -3.12674 1.97933
C 1.22298 -3.85780 1.87438
C 2.40242 -2.95036 2.20749
N 2.52968 -1.80541 1.32244
C 3.46247 -1.91608 0.21563
C 2.80088 -2.45892 -1.04665
N 1.73645 -1.55485 -1.50318
H -0.80054 -3.65615 1.56643
H -0.27998 -2.94358 2.94819
H 1.26393 -4.73540 2.53277
H 1.30927 -4.22330 0.85009
H 2.25978 -2.57353 3.22484
H 3.32069 -3.55518 2.21531
H 2.65219 -0.95181 1.85467
H 3.84767 -0.91630 0.00078
H 4.32270 -2.55210 0.47389
H 3.56351 -2.61819 -1.81733
H 2.35914 -3.43378 -0.83640
H 2.08709 -0.93428 -2.22349
H 0.96787 -2.07469 -1.91383
O -1.19411 -2.36075 -1.13604
S -2.58722 -1.91444 -1.04217
O -3.50290 -2.93665 -0.57535
O -2.66680 -0.67237 -0.25767
C -3.10400 -1.50673 -2.70130
C -4.20834 -2.18000 -3.20606
C -4.66927 -1.90598 -4.48426
C -4.02685 -0.95439 -5.25963
C -2.92266 -0.28597 -4.75215
C -2.44109 -0.54850 -3.47315
P -0.94789 0.34583 -2.85780
C 0.28000 -0.16987 -4.11278
C 0.24388 -1.44962 -4.66523
C 1.28958 -1.90961 -5.45458
C 2.38720 -1.09967 -5.70389
C 2.43387 0.17724 -5.15969
C 1.39239 0.63590 -4.36749
C -1.36077 2.06627 -3.32830
C -1.15792 2.64120 -4.58115
C -1.53701 3.95362 -4.82329
C -2.13118 4.70392 -3.81819
C -2.33436 4.14062 -2.56668
C -1.93994 2.83418 -2.31735
H -4.69426 -2.91866 -2.58488
H -5.53021 -2.43547 -4.87127
H -4.38055 -0.73146 -6.25796
H -2.42464 0.45437 -5.36487
H -0.60133 -2.09897 -4.47041
H 1.24367 -2.90708 -5.87280
H 3.20173 -1.45854 -6.31957
H 3.28481 0.81931 -5.34971
H 1.44708 1.63116 -3.94313
H -0.69477 2.06751 -5.37461
H -1.37050 4.38926 -5.80034
H -2.43005 5.72660 -4.00938
H -2.79712 4.72466 -1.78053
H -2.07129 2.40529 -1.32925
C 2.69853 1.97917 -1.36536
C 2.87385 2.19897 0.11296
C 3.63894 3.24761 0.59057
C 3.74782 3.38632 1.97539
C 3.09987 2.51186 2.80938
C 2.32061 1.45055 2.26497
N 2.25990 1.32106 0.90943
N 1.60058 0.56445 2.98479
Si 1.82409 0.25596 4.66075
C 0.82772 -1.27624 5.12371
C 1.19323 1.61077 5.82298
C 3.62937 -0.07678 5.07823
H 3.51260 1.37173 -1.77203
H 2.68632 2.92507 -1.90851
H 1.76214 1.45351 -1.55583
H 4.11925 3.93648 -0.09072
H 4.33450 4.19505 2.39665
H 3.16238 2.63415 3.88131
H -0.04458 -1.36643 4.47391
H 0.46175 -1.19813 6.15095
H 1.41333 -2.19667 5.05922
H 0.10529 1.70584 5.75616
H 1.62895 2.59525 5.64128
H 1.42055 1.33398 6.85646
H 4.00615 -0.92615 4.50122
H 3.75346 -0.31678 6.13763
H 4.27163 0.77675 4.85240
N -4.65623 -2.06475 1.89717
C -4.84352 -1.89221 3.20440
N -6.00345 -2.33587 3.75611
N -3.98421 -1.30555 4.01665
C -2.87912 -0.87431 3.44833
N -1.90668 -0.49470 2.94547
H -5.34141 -2.48769 1.29830
H -3.83656 -1.68799 1.43755
H -6.53163 -3.04779 3.28460
H -6.03238 -2.33254 4.76066
N -0.54221 2.74602 3.12003
C -1.02312 2.98225 1.88885
N -1.88024 4.05129 1.74345
O -0.74060 2.26884 0.92375
H -0.81188 3.28867 3.91861
H 0.07960 1.94343 3.22848
H -1.81651 4.81032 2.40036
H -2.01883 4.32301 0.78475

Atom charges from the Mulliken analysis, given in e for atoms 1 to 5: 0.6422, -0.1190, -0.8357, -0.3796, 0.7065

---

3.
C34H50MnN2O4Si3Te | the ωB97M-V functional and the def2-TZVPD basis

Computed properties:
Maximum force in eV Å⁻¹: 3.51
Spin multiplicity: 6
Orbital gap (spin up / spin down) in eV: 5.225 / 6.136

Geometry (Å):
Mn -0.53576 -0.36352 1.82990
O 1.39480 -0.58546 5.43007
C 0.56879 -0.72117 4.39334
O 0.99893 -0.52934 3.22589
C -0.79964 -1.05619 4.61801
C -1.50380 -1.23912 5.81811
C -2.86909 -1.41328 5.74882
C -3.54242 -1.41643 4.51863
C -2.78269 -1.25591 3.37544
N -1.46858 -1.09719 3.44587
C -3.25151 -1.16598 1.92582
O -4.37837 -1.46727 1.59128
O -2.29542 -0.74769 1.14497
H 2.24870 -0.29746 5.08044
H -0.97275 -1.22700 6.75977
H -3.43998 -1.52614 6.66132
H -4.61520 -1.52238 4.45297
C -0.69907 1.74712 2.09078
Si -0.23792 2.86031 0.66730
C -1.42818 2.55006 -0.80191
N -1.19306 1.33747 -1.58775
C -0.20537 1.56642 -2.65788
C -0.57901 0.85271 -3.95054
C -1.91843 1.37643 -4.47415
C -2.97037 1.42579 -3.34477
C -2.44129 0.74224 -2.08394
C -0.52813 4.65574 1.18540
C -1.81840 5.19012 1.15138
C -2.07758 6.47199 1.61188
C -1.04666 7.24774 2.12324
C 0.24021 6.73192 2.17317
C 0.49365 5.44789 1.71234
C 1.59770 2.69556 0.24218
C 2.25582 3.64005 -0.54833
C 3.62661 3.57502 -0.75467
C 4.37058 2.56456 -0.16205
C 3.73608 1.61227 0.62184
C 2.36283 1.67639 0.81618
H -1.76246 1.87389 2.32181
H -0.12831 2.01845 2.98499
H -1.44889 3.43685 -1.45781
H -2.42175 2.47873 -0.34896
H 0.77988 1.23107 -2.31175
H -0.11370 2.64287 -2.86814
H -0.63542 -0.22220 -3.76414
H 0.20562 1.01624 -4.69241
H -2.25998 0.74237 -5.29422
H -1.76265 2.37899 -4.88017
H -3.89541 0.93306 -3.64938
H -3.22336 2.46113 -3.10278
H -2.27460 -0.31958 -2.28711
H -3.17803 0.77963 -1.28684
H -2.63583 4.59165 0.76266
H -3.08450 6.86945 1.57255
H -1.24445 8.25016 2.48124
H 1.04780 7.33451 2.57116
H 1.50172 5.05044 1.76338
H 1.69059 4.45515 -0.98867
H 4.11722 4.32224 -1.36607
H 5.44253 2.52037 -0.30954
H 4.31654 0.82721 1.09319
H 1.87757 0.94948 1.45611
C -2.40350 -4.48226 -0.87691
Si -0.79108 -4.88923 0.00518
C -0.97416 -6.31155 1.23181
C 0.48497 -5.37628 -1.29582
C -0.21196 -3.34517 0.93405
Te 0.12864 -1.66218 -0.40215
C 2.22146 -2.15828 -0.69190
Si 2.86837 -2.03004 -2.47509
C 4.55301 -2.89144 -2.51517
C 3.01041 -0.22711 -3.02360
C 1.73352 -2.90874 -3.70697
H -2.77643 -5.34626 -1.43061
H -2.24477 -3.67052 -1.59045
H -3.18494 -4.16455 -0.18287
H -1.36267 -7.19803 0.72527
H -1.65682 -6.06767 2.04796
H -0.00857 -6.57642 1.66728
H 0.06666 -6.11983 -1.97743
H 1.38734 -5.80531 -0.85366
H 0.77327 -4.50643 -1.88452
H 0.69439 -3.49441 1.52234
H -1.00323 -3.02855 1.61641
H 2.34780 -3.17823 -0.32479
H 2.79870 -1.49875 -0.04126
H 5.30561 -2.33748 -1.94934
H 4.91390 -2.97378 -3.54318
H 4.49916 -3.90098 -2.10270
H 2.61843 0.45292 -2.26822
H 2.45168 -0.06011 -3.94634
H 4.04977 0.05318 -3.20407
H 1.87730 -3.99031 -3.69858
H 1.94495 -2.56385 -4.72137
H 0.68264 -2.70077 -3.49273

Atom charges from the Mulliken analysis, given in e for atoms 1 to 5: 0.3903, -0.5277, 0.3496, -0.4324, 0.3690

---

Energy relative to the best compared isomer or geometry (same formula, charge and spin): 16.1, 0.0, 33.1 (kcal/mol)